The following is a DFT calculation (ωB97M-V/def2-TZVPD) of C27H30N9PdS as an isolated structure.

The geometry in XYZ format:
```
68
Properties=species:S:1:pos:R:3:forces:R:3
Pd -0.296902 -1.491014 0.548412 -0.14 0.05 -0.18
C 3.485872 -2.966667 1.937469 -0.03 -0.01 -0.01
C 3.206403 -3.703404 3.090376 0.03 0.00 0.01
C 1.897658 -3.941534 3.395525 0.00 0.00 -0.03
C 0.858668 -3.437060 2.584897 -0.03 -0.08 0.03
N 1.133093 -2.642820 1.526060 0.06 0.04 0.04
C 2.440229 -2.467211 1.210733 0.02 0.01 0.03
N -0.383986 -3.886654 2.935810 0.04 0.05 -0.06
C -1.482496 -3.451943 2.433639 -0.07 0.04 0.07
N -1.695314 -2.408475 1.574169 -0.02 -0.12 -0.06
C -3.050201 -2.263936 1.368452 0.00 -0.03 0.08
N -3.683596 -1.380717 0.698035 0.05 0.04 -0.04
C -3.095687 -0.365490 -0.019862 -0.05 -0.08 0.00
C -4.006624 0.608447 -0.463584 -0.01 -0.01 0.00
C -3.593698 1.658737 -1.237378 0.00 0.02 -0.02
C -2.251134 1.711638 -1.600913 -0.02 -0.02 0.00
C -1.407650 0.732676 -1.146998 -0.01 -0.06 0.04
N -1.783887 -0.287960 -0.334687 0.02 0.08 -0.02
C -3.752725 -3.317902 2.128821 -0.05 0.05 -0.06
C -5.095794 -3.614650 2.246521 0.01 -0.01 0.02
C -5.432262 -4.693363 3.056881 0.00 -0.02 0.01
C -4.454251 -5.431814 3.723475 0.00 0.00 -0.01
C -3.105536 -5.115658 3.603753 -0.03 0.02 0.01
C -2.785506 -4.046833 2.790445 0.07 -0.04 0.03
H 4.497126 -2.796091 1.596605 0.00 0.00 0.02
H 4.000143 -4.098916 3.709898 0.00 0.00 -0.01
H 1.598387 -4.542627 4.240801 0.00 0.00 0.00
H 2.645459 -1.915097 0.314154 -0.02 0.01 -0.02
H -5.035696 0.476700 -0.165390 0.00 0.00 0.00
H -4.296112 2.412703 -1.567143 0.00 0.00 0.00
H -1.842260 2.496529 -2.221162 0.00 0.00 0.00
H -0.375251 0.755623 -1.444843 0.00 0.04 0.01
H -5.845571 -3.031604 1.729800 0.00 0.00 -0.01
H -6.471782 -4.969056 3.175152 0.00 0.00 0.00
H -4.753752 -6.266220 4.343606 -0.01 0.01 0.00
H -2.338642 -5.675502 4.120931 0.00 0.00 -0.01
C 3.752302 1.759111 1.768951 -0.05 -0.03 -0.01
C 3.104334 0.995705 0.661881 0.12 0.42 -0.12
N 1.116872 -0.372694 -0.457914 0.14 0.20 0.21
C 2.048045 -0.676812 -1.396023 -0.04 -0.15 -0.13
C 3.330465 -0.260717 -1.392580 -0.04 0.07 0.07
N 3.838402 0.443978 -0.262201 0.06 -0.28 -0.08
H 3.106566 1.800836 2.641721 -0.01 -0.01 0.00
H 3.937748 2.779226 1.425008 0.01 0.01 0.03
H 4.702770 1.306535 2.050939 0.01 0.02 -0.01
H 1.733065 -1.381937 -2.160650 0.01 0.00 0.00
H 4.058748 -0.537391 -2.133747 -0.02 0.07 -0.05
H 4.843228 0.495263 -0.163683 0.00 -0.11 0.07
C 1.394254 5.709936 -2.571373 0.16 0.00 0.00
N 1.025170 4.503388 -1.833988 -0.29 -0.07 0.08
C 0.964020 4.718537 -0.397975 0.07 0.03 0.04
C 0.857858 3.242509 -2.269640 -0.02 0.18 -0.20
S 1.424390 1.066231 0.423034 -0.01 -0.20 0.26
N 0.674376 3.052130 -3.588644 0.20 -0.14 0.02
C 0.684273 1.672829 -4.056998 -0.05 0.02 -0.01
C 0.231385 3.991494 -4.618633 -0.12 0.00 0.01
H 2.145991 6.244778 -1.987465 -0.01 0.01 0.00
H 0.551723 6.387626 -2.727240 0.00 -0.01 0.00
H 1.840152 5.458214 -3.527929 0.01 0.01 0.03
H 0.323133 5.573481 -0.169931 -0.01 -0.01 -0.02
H 1.956881 4.929387 0.017691 0.00 0.00 -0.02
H 0.543787 3.836213 0.074063 0.03 0.00 0.00
H 1.206252 1.056861 -3.330626 -0.03 0.01 0.00
H 1.206831 1.607554 -5.013509 0.02 0.00 0.01
H -0.332765 1.290804 -4.201445 0.00 0.02 -0.02
H -0.219168 4.872322 -4.173355 -0.01 -0.02 -0.02
H -0.534644 3.496985 -5.219065 0.01 0.00 -0.01
H 1.036834 4.294783 -5.291135 0.00 0.01 0.01
```
Positions in Å, forces in eV/Å.

Highest occupied orbital energy ... -9.85 eV
Total charge ... +1
HOMO-LUMO gap ... 6.59 eV



The following is a DFT calculation (ωB97M-V/def2-TZVPD) of a 8-piece molecular cluster, C29H49F3O14 overall at a distorted geometry.

The geometry in XYZ format:
```
95
Properties=species:S:1:pos:R:3:forces:R:3
C -0.132373 -0.394032 0.035427 -0.17 -1.43 -0.40
C 0.656067 -1.692342 0.242287 -0.22 1.32 0.86
O 1.580077 -1.296832 1.235827 -0.30 0.24 1.21
C 1.086907 -0.212762 1.875887 3.51 2.83 4.01
O 1.669037 0.374708 2.843977 -2.51 -2.82 -3.87
O -0.014093 0.267938 1.316977 -0.68 -0.44 -1.21
F 1.360527 -1.927082 -0.847393 0.79 -0.93 -1.55
H -1.121963 -0.683012 -0.318543 -0.40 0.74 0.70
H 0.382747 0.127748 -0.771103 0.01 0.50 0.37
H 0.121297 -2.588072 0.558197 -0.13 0.03 -0.06
C 0.119997 4.078308 0.172787 0.22 -0.17 0.73
C -1.100673 4.867858 0.594087 2.08 0.30 0.27
O -2.011823 4.514808 -0.406553 -0.71 -0.01 0.28
C -1.699403 3.236048 -0.796923 -1.99 -0.06 -0.62
O -2.443033 2.545858 -1.441143 1.04 0.57 0.56
O -0.530103 2.909608 -0.290883 0.77 -1.40 -0.76
F -0.822143 6.197528 0.569977 -0.49 0.14 -0.21
H 0.751017 3.754628 1.000517 0.08 0.43 -0.11
H 0.660157 4.571178 -0.635553 0.10 0.00 0.03
H -1.313223 4.587428 1.625727 -0.98 0.10 -0.07
C 1.533177 -4.439882 -4.316103 -1.85 -2.05 0.45
C 2.062007 -4.247332 -2.927213 -1.78 1.96 -0.73
O 2.929437 -3.152662 -3.156643 0.46 0.39 1.70
C 3.281927 -3.089492 -4.429523 3.27 2.04 -3.14
O 4.218157 -2.415622 -4.932263 -3.81 -2.50 2.28
O 2.463607 -3.891012 -5.154683 1.47 1.09 -1.08
F 2.725447 -5.266852 -2.444783 1.51 -1.78 0.58
H 0.539667 -4.007692 -4.435393 0.14 0.43 0.02
H 1.419817 -5.506452 -4.510243 0.18 -0.11 -0.16
H 1.256727 -4.033842 -2.224323 0.32 0.66 0.08
C -1.009593 -0.055742 -5.323623 1.01 0.59 -1.30
C -0.190233 0.622888 -4.252673 0.39 1.07 -0.13
C 0.752197 -0.447012 -3.719073 -1.84 0.30 0.14
O -0.124823 -1.584682 -3.745033 0.10 -0.97 0.03
C -1.152483 -1.428862 -4.741343 0.26 0.21 -0.14
H -0.462693 -0.138532 -6.262853 0.49 0.01 -0.01
H -1.926233 0.411248 -5.683893 -0.23 0.15 0.81
H -0.939843 0.902978 -3.512583 0.48 0.31 0.55
H 0.420137 1.472478 -4.558873 -0.46 0.33 -0.15
H 1.000727 -0.220172 -2.682303 0.32 -0.29 -0.16
H 1.656047 -0.593732 -4.310353 0.01 -0.06 -0.16
H -2.131393 -1.499812 -4.267183 0.05 -0.71 -0.03
H -0.958643 -2.056982 -5.610823 -0.49 -1.02 0.55
C 4.683647 2.512698 -0.815753 -1.04 0.20 1.14
C 5.234077 1.680338 -1.943183 -0.53 -0.03 -0.29
C 4.166447 0.591178 -2.153893 0.85 -0.40 -0.32
O 3.054347 0.927078 -1.376873 -1.27 -0.04 -0.99
C 3.585937 1.565028 -0.290263 0.52 1.32 2.11
H 4.212167 3.449818 -1.111733 0.00 -0.06 -0.48
H 5.368817 2.814088 -0.023413 0.24 -0.35 -0.06
H 6.110397 1.118938 -1.619183 0.53 0.75 -0.64
H 5.242497 2.291888 -2.845433 1.06 -0.24 -0.01
H 4.582697 -0.327292 -1.740043 -0.10 -0.46 -0.40
H 3.935387 0.505198 -3.215643 -0.38 -0.36 0.21
H 4.032897 0.871388 0.421907 0.24 -0.51 0.04
H 2.820937 2.070008 0.299547 -0.30 0.11 -0.26
C -0.322633 3.760978 5.493467 0.92 -0.77 -0.72
C 0.024547 5.201448 5.741957 -0.72 0.36 0.18
C 0.299217 5.766538 4.330707 -0.05 -0.32 0.63
O 0.424247 4.627908 3.468987 -0.33 0.68 -0.84
C 0.500597 3.447618 4.245437 -0.40 0.01 0.17
H -1.368363 3.647838 5.207537 -0.06 -0.18 0.27
H -0.009763 3.044368 6.252857 -0.46 0.23 0.37
H 0.844707 5.226118 6.459477 0.07 0.54 -0.21
H -0.865263 5.713028 6.108867 0.33 0.18 0.57
H 1.167627 6.425268 4.325397 0.33 -0.26 -0.24
H -0.541663 6.377528 4.002517 -0.10 -0.12 -0.19
H 1.567727 3.261148 4.366087 -0.05 -0.50 0.59
H -0.001293 2.596338 3.785517 0.47 0.09 -0.72
C -1.481963 -1.483752 4.149097 -0.61 0.78 -0.71
C -1.793653 -0.005552 4.251567 1.50 1.73 0.08
C -3.258913 0.112748 4.027027 -0.10 -0.92 1.06
O -3.744603 -0.971692 4.830607 -0.61 -0.37 -0.19
C -2.812753 -2.025132 4.724657 1.19 -1.41 -0.56
H -0.577913 -1.857962 4.629487 -0.13 0.33 0.16
H -1.410063 -1.694772 3.082147 -0.01 -0.48 -0.09
H -1.395913 0.713708 3.535617 1.01 -0.46 -0.19
H -1.450393 0.309998 5.236807 -0.49 0.41 0.19
H -3.465563 -0.030762 2.966457 -0.28 -0.15 -0.21
H -3.706123 1.052388 4.351357 -0.04 -0.15 0.15
H -3.048763 -2.828302 4.026587 -1.10 0.07 -0.25
H -2.645273 -2.584312 5.645177 -0.31 0.64 0.52
C -3.419463 -4.499932 -1.985233 0.74 0.51 -0.90
C -4.327753 -4.595192 -0.798443 -1.30 0.05 0.98
C -3.392793 -4.342042 0.406497 -0.92 -1.56 0.11
O -2.357523 -3.596992 -0.096583 1.58 1.97 -0.10
C -2.065943 -3.956892 -1.418203 -0.59 -0.33 -1.00
H -3.846073 -3.765932 -2.668873 0.23 -0.05 -0.22
H -3.331313 -5.436042 -2.536613 0.20 0.00 0.13
H -4.937333 -5.498732 -0.810263 0.60 -0.51 0.47
H -5.142513 -3.872332 -0.840023 0.36 0.62 0.03
H -2.975973 -5.286502 0.756297 -0.13 -0.46 0.18
H -3.799943 -3.836132 1.281927 -0.26 0.12 -0.25
H -1.224453 -4.646752 -1.482213 -0.13 -0.71 0.28
H -1.699113 -3.112302 -2.001473 -0.24 0.47 0.27
```
Positions in Å, forces in eV/Å.

Highest occupied orbital energy ... -9.71 eV
HOMO-LUMO gap ... 10.17 eV
Energy above the lowest of the compared OMol25 structures with the same formula, charge and spin ... 0.0 kcal/mol
Structure (SMILES) ... O=C1OC[C@@H](F)O1.O=C1OC[C@@H](F)O1.O=C1OC[C@@H](F)O1.C1CCOC1.C1CCOC1.C1CCOC1.C1CCOC1.C1CCOC1



The following is a DFT calculation (ωB97M-V/def2-TZVPD) of the molecule C18H25N3O2.

The geometry in XYZ format:
```
48
Properties=species:S:1:pos:R:3:forces:R:3
N -6.649957 -1.946071 -0.096322 -0.28 -0.40 0.14
C -5.772017 -1.080287 -0.662106 -0.37 0.24 0.32
O -5.078471 -1.409218 -1.597117 0.30 -0.03 -0.38
C -5.766575 0.291855 0.004905 0.11 0.22 -0.08
C -5.054888 1.349226 -0.842554 0.06 -0.26 -0.15
C -3.545248 1.121041 -0.876730 -0.09 0.13 -0.13
N -3.020909 1.096391 0.476565 -0.11 -0.03 0.06
C -3.586109 -0.010493 1.219010 -0.19 0.09 0.18
C -5.087806 0.214770 1.379420 0.10 -0.18 0.01
H -5.241758 1.162367 1.898278 -0.01 -0.01 0.04
H -5.518663 -0.586843 1.983109 -0.03 0.03 0.04
H -3.114484 -0.046409 2.204926 0.00 -0.06 -0.04
H -3.419641 -0.980165 0.716785 0.07 -0.01 0.07
C -1.586428 1.208374 0.563726 0.28 -0.02 -0.07
C -0.770012 0.034623 -0.015003 -0.21 0.43 0.04
C 0.695886 0.418565 -0.131374 -0.34 -0.40 0.10
O 1.057483 1.547524 -0.379144 0.08 0.25 -0.07
N 1.537586 -0.638304 0.055940 -0.05 -0.44 0.11
C 2.937337 -0.679855 -0.001945 0.32 0.17 -0.08
C 3.552169 -1.910842 0.219936 -0.02 -0.03 -0.01
C 4.931412 -2.035609 0.184541 -0.12 0.06 -0.01
C 5.697284 -0.916474 -0.071055 -0.04 0.19 0.02
C 5.084121 0.313604 -0.293557 0.09 -0.35 0.12
C 3.712596 0.449008 -0.264266 -0.14 0.08 -0.02
H 3.239234 1.400704 -0.435423 -0.04 0.04 0.00
C 6.114131 1.369862 -0.564665 0.05 0.12 -0.03
H 6.160381 1.566459 -1.639397 0.01 0.07 -0.02
H 5.891747 2.310805 -0.062495 -0.01 0.05 -0.06
C 7.418793 0.727002 -0.067175 0.07 0.02 -0.04
H 7.578033 0.995829 0.978348 0.02 0.01 0.01
H 8.286732 1.054842 -0.637267 0.04 0.04 0.06
C 7.188595 -0.789408 -0.172747 0.13 -0.06 -0.02
H 7.525014 -1.168471 -1.142294 0.07 -0.03 0.00
H 7.713111 -1.346660 0.603783 0.05 -0.04 -0.04
H 5.393118 -2.996502 0.359159 0.03 -0.11 0.03
H 2.941794 -2.780300 0.424123 -0.08 -0.08 0.03
H 1.109323 -1.534628 0.242794 -0.05 0.27 -0.03
H -0.892183 -0.860055 0.597725 0.00 -0.06 -0.07
H -1.131394 -0.183807 -1.023420 0.03 -0.10 -0.01
H -1.284796 2.117221 0.037029 0.03 -0.08 0.11
H -1.325233 1.332411 1.619481 0.05 0.06 -0.05
H -3.066930 1.942347 -1.415118 0.01 -0.02 -0.02
H -3.347842 0.183894 -1.417772 0.04 0.13 0.01
H -5.441564 1.326211 -1.862229 -0.03 0.05 -0.01
H -5.256085 2.331654 -0.411864 -0.01 0.02 -0.01
H -6.813848 0.588184 0.139891 0.07 -0.05 0.00
H -7.265994 -1.679488 0.649787 0.03 0.04 -0.03
H -6.727046 -2.874906 -0.476213 0.04 0.06 0.00
```
Positions in Å, forces in eV/Å.

Highest occupied orbital energy ... -8.08 eV
HOMO-LUMO gap ... 8.82 eV
Energy above the lowest of the compared OMol25 structures with the same formula, charge and spin ... 12.6 kcal/mol
Structure (SMILES) ... NC(=O)C1CCN(CCC(=O)Nc2ccc3c(c2)CCC3)CC1



The following is a DFT calculation (ωB97M-V/def2-TZVPD) of C9H15N2O2 as an isolated structure at a distorted geometry.

The geometry in XYZ format:
```
28
Properties=species:S:1:pos:R:3:forces:R:3
C 0.894640 0.997101 -0.963128 -0.33 -0.20 0.58
C 0.302080 0.529581 -0.021981 -0.01 0.40 0.00
C 1.450351 1.515812 -2.213419 1.25 -0.29 -1.48
C 1.225576 -0.816921 2.131152 -0.87 1.39 -0.71
C -0.441290 -1.583396 3.790417 -1.26 1.93 -1.57
C -0.277002 3.170455 -4.552800 0.52 0.91 4.21
C 0.941465 -1.057837 3.614584 2.73 -1.60 -0.18
C 0.505531 1.860828 -4.457159 -0.80 3.00 -0.53
C -0.251635 -0.052165 1.158056 0.75 -1.23 1.94
N 2.325252 -0.928779 1.603957 0.91 1.06 -0.21
N -1.356498 -1.150977 0.753960 1.15 0.35 -0.45
O 2.614062 1.776605 -2.423103 -1.51 -0.03 0.49
O 0.447670 1.473870 -3.100632 0.12 -0.62 0.76
H -1.220305 -0.756506 3.632707 0.98 -0.96 0.35
H -0.664664 -2.027287 4.715696 -0.13 -0.82 1.03
H -0.532148 -2.236984 2.927480 -0.52 -0.88 0.51
H 0.254469 3.968943 -3.927009 -0.44 -0.76 -1.26
H -0.552209 3.525748 -5.496363 -0.08 0.34 -1.52
H -1.183385 3.020572 -3.930343 0.11 0.01 -0.68
H 1.264428 -0.225127 4.267070 -0.44 -0.02 -0.67
H 1.781771 -1.862018 3.833189 -1.86 1.30 -0.17
H 1.430090 2.009297 -4.950225 1.49 -0.39 0.36
H -0.095667 1.265341 -5.053575 -0.76 -2.34 -0.61
H -0.720640 0.605782 1.963429 0.38 -0.73 -1.61
H 2.728444 -0.435439 0.770327 -1.28 -1.02 0.52
H -2.172299 -0.706301 0.404269 -1.34 1.13 0.22
H -1.614704 -1.789876 1.495544 -0.01 0.08 0.49
H -1.185769 -1.730603 -0.074647 1.25 -0.02 0.20
```
Positions in Å, forces in eV/Å.

Highest occupied orbital energy ... -13.07 eV
Total charge ... +1
HOMO-LUMO gap ... 9.33 eV
Energy above the lowest of the compared OMol25 structures with the same formula, charge and spin ... 119.6 kcal/mol



The following is a DFT calculation (ωB97M-V/def2-TZVPD) of an isolated ion of composition C3H8NO2S and charge +1 at a distorted geometry.

The geometry in XYZ format:
```
15
Properties=species:S:1:pos:R:3:forces:R:3
C 0.825136 1.941781 -0.724081 0.17 -1.51 -0.46
C 0.639084 -0.237067 -1.036891 0.93 -0.38 -0.07
C -0.317292 -1.869372 0.826346 1.20 -0.38 -0.39
N -1.231327 -0.785358 1.298290 -0.22 0.35 -0.08
O -0.103795 1.005682 -0.693177 -0.42 2.11 -0.08
O 0.906128 2.852332 -1.645942 -0.26 -0.20 0.44
S 1.274559 -1.107739 0.323062 -0.74 -0.07 0.32
H 1.671296 1.884944 -0.045798 -0.04 0.08 0.00
H 1.372208 -0.079687 -1.817886 -0.13 0.19 -0.18
H -0.116938 -2.581612 1.624215 -0.25 0.06 0.10
H -0.765674 -2.360628 -0.039182 -0.04 0.17 0.17
H -0.908589 -0.401505 2.198657 -0.11 -0.09 -0.36
H -2.197795 -1.116982 1.395509 0.15 0.14 0.04
H -1.190684 -0.025929 0.587286 -0.17 -0.28 0.44
H 0.143684 2.881137 -2.250410 -0.07 -0.17 0.09
```
Positions in Å, forces in eV/Å.

Highest occupied orbital energy (alpha / beta) ... -11.49 / -11.49 eV
Total charge ... +1
HOMO-LUMO gap (alpha / beta) ... 7.43 / 7.44 eV
Energy above the lowest of the compared OMol25 structures with the same formula, charge and spin ... 90.4 kcal/mol



The following is a DFT calculation (ωB97M-V/def2-TZVPD) of the molecule C2H8Si2 at a distorted geometry.

The geometry in XYZ format:
```
12
Properties=species:S:1:pos:R:3:forces:R:3
C 0.866191 -1.346495 0.753848 -2.13 4.43 -2.38
C 0.149665 -0.159057 0.256757 4.26 -4.61 -0.12
Si -1.442906 0.283287 0.983457 1.69 1.37 3.07
Si 0.904373 0.545101 -1.469888 -1.82 -1.53 0.21
H 1.718785 -1.685980 0.158475 -0.09 -0.10 0.55
H 0.584726 -1.883735 1.654541 -0.05 0.05 -0.14
H -1.431257 0.541675 2.515032 0.21 -0.76 -0.88
H -2.586037 -0.364507 0.659267 -2.22 -1.97 -0.83
H -1.670419 1.583185 0.603120 -0.50 2.41 -0.97
H 0.068578 1.504464 -2.152681 -0.50 1.01 0.38
H 2.261009 1.013386 -1.621078 0.69 0.06 0.54
H 0.652564 -0.460691 -2.560410 0.47 -0.34 0.57
```
Positions in Å, forces in eV/Å.

Highest occupied orbital energy ... -9.92 eV
HOMO-LUMO gap ... 9.98 eV
Energy above the lowest of the compared OMol25 structures with the same formula, charge and spin ... 28.5 kcal/mol
Structure (SMILES) ... C=C([SiH3])[SiH3]